--- one ---
C3H14O5 | ωB97M-V/def2-TZVPD

Each atom is followed by the atoms it is bonded to, with distances in Å.
Atoms and positions in Å:
1 C 0.69 -0.82 1.42  O2 1.456, C3 1.496, H6 1.093, H7 1.087
2 O -0.23 0.30 1.55  C1 1.456, H8 0.960
3 C 0.79 -1.35 0.02  C1 1.496, C4 1.563, H9 1.091, H10 1.090
4 C 1.87 -0.63 -0.84  C3 1.563, O5 1.411, H11 1.096, H12 1.088
5 O 1.64 -0.67 -2.24  C4 1.411, H13 0.971
6 H 1.65 -0.45 1.78  C1 1.093
7 H 0.37 -1.56 2.14  C1 1.087
8 H -0.29 0.67 0.66  O2 0.960
9 H 1.08 -2.40 0.01  C3 1.091
10 H -0.14 -1.30 -0.54  C3 1.090
11 H 2.01 0.42 -0.56  C4 1.096
12 H 2.77 -1.19 -0.61  C4 1.088
13 H 0.82 -0.18 -2.42  O5 0.971
14 H -0.41 3.45 -1.25  O16 0.969
15 H -1.80 3.51 -1.92  O16 0.974
16 O -1.35 3.28 -1.09  H14 0.969, H15 0.974
17 H -0.94 -0.25 3.37  O19 0.972
18 H -1.94 -0.99 2.71  O19 0.978
19 O -1.67 -0.83 3.64  H17 0.972, H18 0.978
20 H -2.26 -0.16 -2.20  O22 0.956
21 H -1.29 0.99 -1.56  O22 0.976
22 O -1.37 0.17 -2.07  H20 0.956, H21 0.976

Results
Orbital gap (Ha): 0.377
LUMO level (eV): 0.0366
Multiplicity: 1

Charges computed using Mulliken, reported in e: -0.30 -0.61 -0.65 -0.53 -0.53 0.23 0.47 0.23 0.31 0.38 0.28 0.35 0.32 0.34 0.33 -0.67 0.36 0.32 -0.64 0.27 0.34 -0.61

--- two ---
C3H14O5 | ωB97M-V/def2-TZVPD

Each atom is followed by the atoms it is bonded to, with distances in Å.
Atoms and positions in Å:
1 C -1.07 0.97 1.52  O2 1.347, C3 1.567, H6 1.070, H7 1.169
2 O -0.02 1.44 0.83  C1 1.347, H8 1.028
3 C -1.99 -0.13 0.88  C1 1.567, C4 1.568, H9 1.107, H10 1.106
4 C -1.36 -1.53 0.55  C3 1.568, O5 1.409, H11 1.002, H12 1.223
5 O -1.47 -1.78 -0.83  C4 1.409, H13 1.015
6 H -0.68 0.43 2.35  C1 1.070
7 H -1.70 1.88 1.90  C1 1.169
8 H -0.24 1.93 -0.05  O2 1.028
9 H -2.97 -0.07 1.39  C3 1.107
10 H -2.27 0.25 -0.12  C3 1.106
11 H -0.40 -1.70 0.75  C4 1.002
12 H -1.88 -2.51 1.05  C4 1.223
13 H -1.03 -1.09 -1.43  O5 1.015
14 H 2.43 -2.20 -4.87  O16 0.939
15 H 3.53 -1.27 -4.22  O16 0.982
16 O 2.59 -1.58 -4.19  H14 0.939, H15 0.982
17 H 1.88 1.49 4.73  O19 0.997
18 H 1.83 1.31 3.07  O19 0.985
19 O 2.29 1.71 3.85  H17 0.997, H18 0.985
20 H 0.67 0.07 -2.63  O22 1.021
21 H 1.32 1.32 -2.02  O22 0.960
22 O 0.54 1.07 -2.52  H20 1.021, H21 0.960

Results
Orbital gap (Ha): 0.386
LUMO level (eV): 0.4428
Multiplicity: 1

Charges computed using Mulliken, reported in e: -0.49 -0.48 -0.44 -0.38 -0.54 0.27 0.28 0.31 0.36 0.29 0.35 0.21 0.26 0.31 0.32 -0.62 0.32 0.34 -0.66 0.31 0.32 -0.64

Stability comparison, relative energies in kcal/mol: one 0.0; two 31.4

--- one ---
C20H27N5O2S2 | ωB97M-V/def2-TZVPD

Each atom is followed by the atoms it is bonded to, with distances in Å.
Atoms and positions in Å:
1 C 0.03 1.82 -0.90  C2 1.318, H55 1.076, H56 1.077
2 C -0.90 2.39 -0.15  C1 1.318, C3 1.505, H54 1.081
3 C -1.82 1.67 0.80  C2 1.505, N4 1.437, H52 1.094, H53 1.098
4 N -1.55 0.26 0.92  C3 1.437, C5 1.366, C8 1.372
5 C -2.03 -0.70 0.08  N4 1.366, N6 1.309, S27 1.734
6 N -1.57 -1.88 0.43  C5 1.309, N7 1.344
7 N -0.75 -1.70 1.48  N6 1.344, C8 1.300
8 C -0.73 -0.43 1.77  N4 1.372, N7 1.300, C9 1.496
9 C 0.07 0.14 2.90  C8 1.496, N10 1.449, C22 1.526, H26 1.098
10 N 0.68 1.40 2.55  C9 1.449, C11 1.357, H21 1.007
11 C 1.72 1.47 1.68  N10 1.357, O12 1.215, C13 1.471
12 O 2.23 0.49 1.18  C11 1.215
13 C 2.20 2.83 1.39  C11 1.471, C14 1.367, S17 1.737
14 C 3.27 3.15 0.59  C13 1.367, C15 1.408, H20 1.075
15 C 3.47 4.53 0.47  C14 1.408, C16 1.359, H19 1.075
16 C 2.56 5.26 1.16  C15 1.359, S17 1.715, H18 1.072
17 S 1.43 4.27 1.99  C13 1.737, C16 1.715
18 H 2.48 6.33 1.24  C16 1.072
19 H 4.26 4.97 -0.11  C15 1.075
20 H 3.87 2.39 0.13  C14 1.075
21 H 0.32 2.24 2.97  N10 1.007
22 C -0.79 0.29 4.16  C9 1.526, H23 1.086, H24 1.087, H25 1.089
23 H -1.20 -0.67 4.43  C22 1.086
24 H -0.18 0.66 4.98  C22 1.087
25 H -1.61 0.99 3.98  C22 1.089
26 H 0.87 -0.59 3.08  C9 1.098
27 S -3.12 -0.35 -1.22  C5 1.734, C28 1.821
28 C -3.34 -2.02 -1.91  S27 1.821, H29 1.088, H30 1.089, C31 1.532
29 H -3.43 -2.71 -1.07  C28 1.088
30 H -4.26 -1.97 -2.49  C28 1.089
31 C -2.18 -2.39 -2.84  C28 1.532, O32 1.214, N33 1.338
32 O -2.27 -2.29 -4.05  C31 1.214
33 N -1.10 -2.84 -2.19  C31 1.338, H34 1.017, C35 1.449
34 H -1.10 -2.82 -1.17  N33 1.017
35 C 0.14 -3.18 -2.85  N33 1.449, C36 1.530, C40 1.535, H51 1.096
36 C 0.70 -4.49 -2.30  C35 1.530, C37 1.528, H49 1.092, H50 1.092
37 C 1.22 -4.33 -0.87  C36 1.528, C38 1.525, H47 1.092, H48 1.092
38 C 2.27 -3.23 -0.80  C37 1.525, C39 1.524, H45 1.091, H46 1.093
39 C 1.68 -1.91 -1.28  C38 1.524, C40 1.526, H43 1.090, H44 1.091
40 C 1.17 -2.04 -2.71  C35 1.535, C39 1.526, H41 1.093, H42 1.092
41 H 0.71 -1.11 -3.05  C40 1.093
42 H 2.01 -2.26 -3.38  C40 1.092
43 H 0.86 -1.63 -0.61  C39 1.090
44 H 2.42 -1.12 -1.22  C39 1.091
45 H 2.63 -3.11 0.22  C38 1.091
46 H 3.13 -3.49 -1.43  C38 1.093
47 H 0.40 -4.08 -0.19  C37 1.092
48 H 1.65 -5.28 -0.54  C37 1.092
49 H -0.07 -5.25 -2.33  C36 1.092
50 H 1.52 -4.81 -2.94  C36 1.092
51 H -0.11 -3.30 -3.91  C35 1.096
52 H -1.76 2.13 1.79  C3 1.094
53 H -2.85 1.78 0.44  C3 1.098
54 H -1.08 3.45 -0.19  C2 1.081
55 H 0.64 2.40 -1.56  C1 1.076
56 H 0.23 0.77 -0.88  C1 1.077

Results
Orbital gap (Ha): 0.320
LUMO level (eV): 0.1644
Multiplicity: 1

Charges computed using Mulliken, reported in e: -0.69 0.17 -1.41 0.27 0.63 -0.34 -0.85 0.53 -0.12 0.01 0.13 -0.66 0.41 -0.46 -0.51 -0.38 -0.19 0.47 0.42 0.51 0.35 -1.51 0.42 0.41 0.30 0.25 -0.17 -0.80 0.35 0.43 0.77 -0.69 0.13 0.13 -0.35 -0.99 -0.57 -1.12 0.70 -1.04 0.37 0.45 -0.64 0.45 0.38 0.40 0.29 0.37 0.37 0.43 0.39 0.39 0.65 0.49 0.37 -0.09

--- two ---
C20H27N5O2S2 | ωB97M-V/def2-TZVPD

Each atom is followed by the atoms it is bonded to, with distances in Å.
Atoms and positions in Å:
1 C -6.50 -0.75 -1.89  H2 1.086, H3 1.086, H4 1.085, S5 1.816
2 H -6.08 0.08 -2.45  C1 1.086
3 H -5.84 -1.61 -1.93  C1 1.086
4 H -7.48 -1.00 -2.29  C1 1.085
5 S -6.76 -0.27 -0.15  C1 1.816, C6 1.820
6 C -5.06 -0.50 0.48  S5 1.820, C7 1.520, H55 1.090, H56 1.090
7 C -4.10 0.54 -0.06  C6 1.520, H8 1.092, H9 1.092, C10 1.532
8 H -4.43 1.54 0.23  C7 1.092
9 H -4.07 0.49 -1.15  C7 1.092
10 C -2.68 0.31 0.47  C7 1.532, N11 1.447, C23 1.541, H54 1.094
11 N -1.81 1.41 0.13  C10 1.447, C12 1.354, H22 1.009
12 C -1.17 2.17 1.04  N11 1.354, O13 1.219, C14 1.469
13 O -1.34 2.05 2.24  C12 1.219
14 C -0.21 3.14 0.49  C12 1.469, C15 1.369, S18 1.737
15 C 0.51 4.05 1.21  C14 1.369, C16 1.407, H21 1.075
16 C 1.41 4.79 0.42  C15 1.407, C17 1.360, H20 1.075
17 C 1.37 4.43 -0.89  C16 1.360, S18 1.711, H19 1.072
18 S 0.24 3.19 -1.19  C14 1.737, C17 1.711
19 H 1.94 4.83 -1.71  C17 1.072
20 H 2.06 5.56 0.81  C16 1.075
21 H 0.39 4.17 2.27  C15 1.075
22 H -1.65 1.56 -0.86  N11 1.009
23 C -2.07 -0.96 -0.16  C10 1.541, O24 1.220, N25 1.345
24 O -2.59 -1.46 -1.15  C23 1.220
25 N -0.94 -1.44 0.38  C23 1.345, C26 1.444, C48 1.450
26 C -0.20 -0.92 1.51  N25 1.444, H27 1.096, C28 1.528, H53 1.088
27 H 0.07 -1.77 2.14  C26 1.096
28 C 1.08 -0.24 1.02  C26 1.528, H29 1.092, H30 1.090, C31 1.534
29 H 1.64 0.13 1.88  C28 1.092
30 H 0.84 0.62 0.40  C28 1.090
31 C 1.95 -1.18 0.18  C28 1.534, C32 1.500, N43 1.468, C47 1.541
32 C 3.08 -0.40 -0.41  C31 1.500, C33 1.367, N36 1.365
33 C 4.39 -0.77 -0.33  C32 1.367, N34 1.370, C39 1.484
34 N 5.10 0.21 -0.98  C33 1.370, C35 1.359, H38 1.007
35 C 4.18 1.11 -1.42  N34 1.359, N36 1.302, H37 1.071
36 N 2.97 0.78 -1.10  C32 1.365, C35 1.302
37 H 4.45 1.99 -1.96  C35 1.071
38 H 6.10 0.24 -1.10  N34 1.007
39 C 4.89 -2.00 0.34  C33 1.484, H40 1.093, H41 1.096, C42 1.545
40 H 5.66 -2.50 -0.24  C39 1.093
41 H 5.31 -1.75 1.32  C39 1.096
42 C 3.66 -2.92 0.51  C39 1.545, N43 1.449, H45 1.092, H46 1.093
43 N 2.48 -2.26 1.03  C31 1.468, C42 1.449, H44 1.016
44 H 2.69 -1.88 1.95  N43 1.016
45 H 3.40 -3.35 -0.46  C42 1.092
46 H 3.90 -3.75 1.19  C42 1.093
47 C 1.07 -1.79 -0.93  C31 1.541, C48 1.527, H51 1.091, H52 1.090
48 C -0.18 -2.43 -0.35  N25 1.450, C47 1.527, H49 1.093, H50 1.091
49 H 0.11 -3.23 0.34  C48 1.093
50 H -0.81 -2.83 -1.14  C48 1.091
51 H 0.80 -0.98 -1.62  C47 1.091
52 H 1.64 -2.53 -1.49  C47 1.090
53 H -0.79 -0.22 2.09  C26 1.088
54 H -2.71 0.25 1.57  C10 1.094
55 H -5.15 -0.43 1.56  C6 1.090
56 H -4.74 -1.50 0.20  C6 1.090

Results
Orbital gap (Ha): 0.320
LUMO level (eV): 0.5237
Multiplicity: 1

Charges computed using Mulliken, reported in e: -0.76 0.22 0.23 0.36 -0.11 -0.76 -0.65 0.49 0.29 -0.75 0.19 0.37 -0.70 0.20 -0.53 -0.54 -0.38 -0.13 0.49 0.43 0.51 0.35 0.82 -0.70 0.20 -1.35 0.52 -0.48 0.61 -0.10 1.78 -0.44 -0.52 -0.06 -0.63 -0.53 0.50 0.20 -0.64 0.41 0.28 -0.77 -0.21 0.38 0.25 0.42 -0.94 -1.26 0.40 0.53 0.41 0.49 0.44 0.56 0.37 0.24

Stability comparison, relative energies in kcal/mol: one 18.4; two 0.0

--- one ---
C5H9N2 | ωB97M-V/def2-TZVPD

Each atom is followed by the atoms it is bonded to, with distances in Å.
Atoms and positions in Å:
1 C -1.39 0.80 -1.11  C3 1.288, H8 1.082, H9 1.098
2 C -0.24 -1.14 -0.26  C3 1.553, C4 1.467, N6 1.325, H10 1.182
3 C -0.75 0.32 -0.10  C1 1.288, C2 1.553, C5 1.537
4 C 1.20 -1.27 -0.55  C2 1.467, H11 1.147, H12 1.056, H13 1.120
5 C -0.31 1.08 1.16  C3 1.537, H14 1.164, H15 1.116, H16 1.084
6 N -0.89 -1.73 -1.25  C2 1.325, N7 1.136
7 N -1.45 -1.23 -2.10  N6 1.136
8 H -1.77 1.81 -1.23  C1 1.082
9 H -1.57 0.26 -2.05  C1 1.098
10 H -0.36 -1.71 0.76  C2 1.182
11 H 1.50 -2.33 -0.25  C4 1.147
12 H 1.72 -0.60 0.08  C4 1.056
13 H 1.45 -1.20 -1.63  C4 1.120
14 H -0.94 0.48 1.94  C5 1.164
15 H -0.60 2.16 1.16  C5 1.116
16 H 0.76 0.94 1.17  C5 1.084

Results
Total charge: +1
Orbital gap (spin up / spin down) (Ha): 0.276 / 0.263
LUMO level (spin up / spin down) (eV): -4.4763 / -9.3569
Multiplicity: 3

Charges computed using Mulliken, reported in e: -0.84 0.56 0.57 -1.19 -0.91 0.06 -0.48 0.38 0.46 0.34 0.33 0.36 0.33 0.34 0.38 0.31

--- two ---
C5H9N2 | ωB97M-V/def2-TZVPD

Each atom is followed by the atoms it is bonded to, with distances in Å.
Atoms and positions in Å:
1 C 1.79 2.38 -0.10  N6 1.250, H8 1.134
2 C 0.91 -0.11 -0.16  C4 1.541, C5 1.541, N6 1.403
3 C -2.55 0.52 0.10  N7 1.266, H9 1.074, H10 1.037
4 C -0.47 -0.38 -0.79  C2 1.541, N7 1.480, H11 1.080, H12 1.021
5 C 1.71 -1.29 0.41  C2 1.541, H13 1.065, H14 1.076, H15 1.067
6 N 1.32 1.22 -0.02  C1 1.250, C2 1.403
7 N -1.50 -0.18 0.25  C3 1.266, C4 1.480, H16 1.076
8 H 1.91 3.16 0.72  C1 1.134
9 H -3.36 0.57 0.80  C3 1.074
10 H -2.79 0.98 -0.80  C3 1.037
11 H -0.72 0.23 -1.66  C4 1.080
12 H -0.30 -1.35 -1.04  C4 1.021
13 H 1.69 -1.22 1.47  C5 1.065
14 H 2.66 -1.31 -0.10  C5 1.076
15 H 1.19 -2.15 0.07  C5 1.067
16 H -1.50 -1.07 0.86  N7 1.076

Results
Total charge: +1
Orbital gap (spin up / spin down) (Ha): 0.158 / 0.336
LUMO level (spin up / spin down) (eV): -5.2462 / -6.5291
Multiplicity: 3

Charges computed using Mulliken, reported in e: 0.07 0.31 -0.52 -0.70 -1.02 -0.09 -0.15 0.33 0.31 0.28 0.54 0.30 0.35 0.39 0.34 0.28

Stability comparison, relative energies in kcal/mol: one 24.1; two 0.0

--- one ---
C7H16N | ωB97M-V/def2-TZVPD

Each atom is followed by the atoms it is bonded to, with distances in Å.
Atoms and positions in Å:
1 C 0.74 1.32 0.89  C2 1.477, C3 1.486, H9 1.139, H10 1.038
2 C 0.17 0.79 -0.36  C1 1.477, C3 1.472, H11 1.119
3 C 1.45 0.26 0.13  C1 1.486, C2 1.472, C4 1.504, N8 1.548
4 C 2.82 0.35 -0.48  C3 1.504, H12 1.055, H13 1.013, H14 1.153
5 C -2.57 0.36 0.57  C7 1.461, H15 0.996, H16 1.167, H17 1.066
6 C -1.84 -0.82 -1.54  C7 1.554, H18 1.009, H19 1.125, H20 1.186
7 C -1.60 -0.55 -0.02  C5 1.461, C6 1.554, H21 1.014
8 N 1.41 -1.10 0.87  C3 1.548, H22 0.992, H23 1.101, H24 1.047
9 H 1.07 2.41 0.93  C1 1.139
10 H 0.34 1.25 1.85  C1 1.038
11 H 0.13 1.28 -1.37  C2 1.119
12 H 3.41 0.34 0.39  C4 1.055
13 H 2.78 1.23 -0.99  C4 1.013
14 H 2.87 -0.63 -1.08  C4 1.153
15 H -3.46 -0.09 0.51  C5 0.996
16 H -2.72 1.41 0.07  C5 1.167
17 H -2.17 0.59 1.53  C5 1.066
18 H -1.30 -1.59 -1.90  C6 1.009
19 H -1.65 -0.01 -2.30  C6 1.125
20 H -2.97 -1.14 -1.72  C6 1.186
21 H -1.26 -1.40 0.42  C7 1.014
22 H 1.49 -1.94 0.35  N8 0.992
23 H 0.68 -1.16 1.69  N8 1.101
24 H 2.20 -1.16 1.55  N8 1.047

Results
Total charge: +1
Orbital gap (Ha): 0.330
LUMO level (eV): -3.5509
Multiplicity: 1

Charges computed using Mulliken, reported in e: -1.16 -0.24 0.89 -1.50 -1.33 -1.26 0.20 -0.34 0.25 0.24 0.32 0.39 0.46 0.33 0.54 0.24 0.33 0.42 0.28 0.31 0.47 0.32 0.41 0.42

--- two ---
C7H16N | ωB97M-V/def2-TZVPD

Each atom is followed by the atoms it is bonded to, with distances in Å.
Atoms and positions in Å:
1 C 0.30 -3.08 1.17  C2 1.308, H9 1.091, H10 1.069
2 C 0.97 -2.10 1.73  C1 1.308, H11 1.124
3 C 1.23 -0.73 -1.27  C7 1.569, H12 1.024, H13 1.090, H14 1.026
4 C -1.35 0.19 -0.78  N8 1.481, H15 1.124, H16 1.040, H17 1.188
5 C -0.77 1.33 1.27  N8 1.523, H18 1.159, H19 1.170, H20 0.999
6 C -0.22 2.26 -0.92  N8 1.479, H21 1.075, H22 1.171, H23 1.082
7 C 0.89 0.27 -0.12  C3 1.569, N8 1.389, H24 1.058
8 N -0.29 1.01 -0.14  C4 1.481, C5 1.523, C6 1.479, C7 1.389
9 H -0.20 -3.82 1.80  C1 1.091
10 H 0.10 -3.18 0.13  C1 1.069
11 H 1.60 -1.79 2.61  C2 1.124
12 H 0.69 -1.60 -1.16  C3 1.024
13 H 1.13 -0.14 -2.18  C3 1.090
14 H 2.21 -1.02 -1.19  C3 1.026
15 H -1.43 -0.90 -0.53  C4 1.124
16 H -2.23 0.68 -0.51  C4 1.040
17 H -1.17 0.09 -1.95  C4 1.188
18 H -1.07 0.42 1.93  C5 1.159
19 H 0.16 1.67 1.88  C5 1.170
20 H -1.46 2.06 1.25  C5 0.999
21 H 0.24 2.96 -0.25  C6 1.075
22 H 0.24 2.10 -1.98  C6 1.171
23 H -1.24 2.54 -1.19  C6 1.082
24 H 1.66 0.77 0.41  C7 1.058

Results
Total charge: +1
Orbital gap (spin up / spin down) (Ha): 0.293 / 0.355
LUMO level (spin up / spin down) (eV): -3.9692 / -3.1310
Multiplicity: 1

Charges computed using Mulliken, reported in e: -0.57 -0.19 -1.38 -0.91 -0.91 -0.77 -0.31 0.18 0.24 0.28 0.34 0.33 0.40 0.43 0.24 0.46 0.40 0.32 0.34 0.47 0.39 0.30 0.37 0.54

Stability comparison, relative energies in kcal/mol: one 0.0; two 36.0